#A
ORCA calculation (ωB97M-V/def2-TZVPD) on an isolated molecule of C2HFN2OS.

```
! RIJCOSX wB97M-V def2-TZVPD def2/J DEFGRID3
* xyz 0 1
F -2.56827 -0.71011 0.01985
C -1.35654 -0.25594 -0.02993
N -0.29615 -0.97324 0.00202
C 0.72621 0.00147 -0.09740
S 2.34816 -0.31111 0.03472
N 0.13405 1.28209 -0.15575
O -1.24780 1.09343 0.07425
H 0.44293 1.98624 0.51183
*
```

For the gap between HOMO and LUMO, the calculation gives 8.88 eV. The SMILES is Fc1nc(=S)[nH]o1.



#B
ORCA calculation (ωB97M-V/def2-TZVPD) on an isolated molecule of C2HFN2OS.

```
! RIJCOSX wB97M-V def2-TZVPD def2/J DEFGRID3
* xyz 0 1
F -1.59517 2.29065 0.20267
C -0.91261 1.22297 -0.17198
N -0.53017 0.82420 -1.26949
N 0.38566 -0.25954 -1.07424
C 0.42483 -0.39380 0.17701
S 1.36700 -1.57480 1.28215
O -0.51105 0.43868 0.81312
H 1.37151 -2.54837 0.04076
*
```

For the gap between HOMO and LUMO, the calculation gives 10.15 eV. The SMILES is Fc1nnc(S)o1.



Unit: hartree. Relative energies: #A 0.0000; #B 0.0141.



#A
ORCA calculation (ωB97M-V/def2-TZVPD) on a cluster of 2 separate species, C5H15NOS in total.

```
! RIJCOSX wB97M-V def2-TZVPD def2/J DEFGRID3
* xyz 0 1
C 2.02128 1.41043 -0.53289
N 0.78724 0.94027 0.01670
C -0.21191 1.94887 -0.21486
C 1.03686 0.52458 1.43185
C -0.13120 0.01398 2.27184
C -1.01357 -0.99508 1.52405
S -0.20964 -2.10372 0.40308
H 1.84715 1.45118 -1.66432
H 2.86244 0.66531 -0.32972
H 2.31259 2.43822 -0.25512
H -1.07528 1.23567 -0.32181
H -0.06048 2.37670 -1.18702
H -0.17757 2.68590 0.48780
H 1.43297 1.47296 1.89902
H 1.88565 -0.19420 1.40155
H -0.80494 0.60319 2.83318
H 0.34436 -0.68333 3.01638
H -1.89571 -0.54427 0.97361
H -1.44942 -1.61819 2.32846
H -0.00121 -1.22467 -0.63312
O -1.77383 0.20411 -4.23917
H -1.24683 0.00020 -3.47297
H -2.14825 -0.63659 -4.60861
*
```

For the gap between HOMO and LUMO, the calculation gives 9.04 eV. The SMILES is CN(C)CCCS.O.



#B
ORCA calculation (ωB97M-V/def2-TZVPD) on a cluster of 2 separate species, C5H15NOS in total.

```
! RIJCOSX wB97M-V def2-TZVPD def2/J DEFGRID3
* xyz 0 1
C -1.23093 1.70603 0.70656
N -0.31864 0.59181 0.39998
C -0.26888 -0.42622 1.48767
C 1.09402 1.03581 0.18387
C 1.91414 -0.09053 -0.57296
C 1.13428 -1.07926 -1.37652
S 0.43975 -0.45300 -3.00007
H -2.10750 1.25245 1.15349
H -1.53738 2.00649 -0.30112
H -0.90750 2.56491 1.33173
H 0.17803 -1.31228 1.01514
H -1.24629 -0.77714 1.80397
H 0.27772 -0.09355 2.36018
H 1.55355 1.09162 1.17108
H 1.25315 2.00975 -0.28234
H 2.29779 -0.66503 0.28196
H 2.69780 0.46958 -1.05502
H 0.22531 -1.44812 -0.93746
H 1.80051 -1.85659 -1.78187
H -0.56331 0.12160 -2.39032
O -2.20722 -1.29721 -0.37728
H -2.31787 -1.07876 0.56572
H -2.16052 -2.27235 -0.38640
*
```

For the gap between HOMO and LUMO, the calculation gives 9.21 eV. The SMILES is CN(C)CCCS.O.



Unit: hartree. Relative energies: #A 0.0071; #B 0.0000.



#A
ORCA calculation (ωB97M-V/def2-TZVPD) on a cluster of 8 separate species, C6H27NO7 in total.

```
! RIJCOSX wB97M-V def2-TZVPD def2/J DEFGRID3
* xyz 0 1
C -3.14647 1.57815 0.85618
C -2.21506 0.71404 0.00661
N -1.51244 -0.29944 0.80218
C -2.32811 -1.45890 1.10828
C -1.83045 -2.63886 0.25135
C -0.43489 -2.20357 -0.31208
C -0.23403 -0.74212 0.22650
H -3.36102 1.15308 1.83262
H -4.02483 1.92484 0.31367
H -2.60827 2.51130 1.06393
H -2.77704 0.18857 -0.78969
H -1.46008 1.32277 -0.48850
H -3.39913 -1.34376 0.93931
H -2.16325 -1.71211 2.15741
H -1.74787 -3.50422 0.91010
H -2.39097 -2.92322 -0.63548
H -0.58875 -2.05500 -1.36778
H 0.42479 -2.84302 -0.14682
H 0.55586 -0.65233 0.97541
H 0.07802 -0.06924 -0.56814
O 0.25196 1.33421 2.94156
H -0.49818 0.85161 2.56445
H 0.35663 2.13083 2.40258
O 2.62001 -0.00693 2.71591
H 2.27576 0.88115 2.59420
H 1.86812 -0.53612 2.99456
O 0.57256 -0.83236 -2.78680
H 0.62453 -0.60659 -3.72150
H -0.27967 -0.51886 -2.47448
O 1.78880 1.45694 -3.92926
H 2.42529 1.57083 -3.21145
H 1.08118 2.04350 -3.63758
O 1.25247 2.99619 0.77715
H 1.89484 2.32019 0.49903
H 1.12341 3.58093 0.02495
O 3.02382 0.80320 -0.03162
H 3.53182 0.71006 0.77578
H 3.12862 0.10195 -0.69384
O 2.70377 -1.57487 -1.29702
H 3.45653 -1.99911 -1.72190
H 1.96170 -1.65372 -1.91976
*
```

For the gap between HOMO and LUMO, the calculation gives 8.52 eV. The SMILES is CCN1CCCC1.O.O.O.O.O.O.O.



#B
ORCA calculation (ωB97M-V/def2-TZVPD) on a cluster of 8 separate species, C6H27NO7 in total.

```
! RIJCOSX wB97M-V def2-TZVPD def2/J DEFGRID3
* xyz 0 1
C 1.13979 0.44581 2.12152
C -0.03904 1.08575 2.21129
C -0.35577 2.08943 3.39997
C -1.29545 0.57542 1.68321
C -1.94858 1.26542 0.59337
C -3.01688 0.42061 -0.01882
N -2.26499 -0.81606 -0.54056
H 1.59829 -0.35419 1.58240
H 1.85849 0.72292 2.84894
H 0.54064 2.70662 3.63851
H -0.36832 1.22636 4.17218
H -1.27348 2.60654 3.37011
H -1.25394 -0.55439 1.44649
H -2.02449 0.67058 2.53781
H -1.16569 1.59396 -0.13906
H -2.28993 2.31359 0.85034
H -3.76974 0.07865 0.67707
H -3.37316 0.98283 -0.91818
H -1.27648 -0.65785 -0.73193
H -2.60556 -1.09059 -1.40705
O -1.10183 -3.00175 1.60995
H -1.07693 -2.47132 0.74255
H -1.84094 -2.80965 2.20024
O 0.09048 -1.59895 -1.97397
H -0.43461 -2.01945 -2.58877
H 0.98795 -1.90383 -1.60413
O 1.49208 -2.30044 0.71459
H 0.69700 -1.93232 0.47115
H 1.44525 -3.09174 1.37471
O -0.31534 0.57068 -3.32700
H -0.08796 -0.33159 -3.32671
H -0.12537 0.93404 -4.24432
O 3.82122 0.01822 -0.47207
H 4.46236 -0.08541 0.20509
H 3.19406 -0.68110 -0.45150
O 1.02904 2.60543 -2.44925
H 1.55988 3.32972 -2.68711
H 1.32631 1.73409 -2.46272
O 2.74449 -0.98172 -3.28150
H 3.38264 -0.81605 -2.71543
H 1.93450 -0.47829 -3.11140
*
```

For the gap between HOMO and LUMO, the calculation gives 8.99 eV. The SMILES is C=C(C)CCCN.O.O.O.O.O.O.O.



Unit: hartree. Relative energies: #A 0.0000; #B 0.1365.



#A
ORCA calculation (ωB97M-V/def2-TZVPD) on an isolated molecule of C21H22N2O4.

```
! RIJCOSX wB97M-V def2-TZVPD def2/J DEFGRID3
* xyz 0 1
C -7.73390 0.11824 -0.59900
C -6.43770 0.51969 0.05273
O -6.33498 1.08356 1.10618
O -5.40328 0.16030 -0.73047
C -4.08840 0.36435 -0.33507
C -3.64643 0.12226 0.95820
C -2.30972 0.30598 1.25907
C -1.41967 0.74439 0.28651
C 0.02223 0.90828 0.62021
O 0.63288 0.12675 1.32260
N 0.58795 2.02943 0.09840
C 1.97865 2.23825 0.05477
C 2.52035 3.44979 0.46274
C 3.88813 3.64696 0.41289
C 4.71840 2.63657 -0.04339
C 4.17980 1.43149 -0.45898
C 2.80914 1.21461 -0.40906
C 2.18530 0.00918 -1.04897
O 1.38619 0.16656 -1.96350
N 2.60297 -1.19985 -0.64065
C 3.37920 -1.42561 0.56305
C 2.99937 -2.76391 1.20330
C 1.48989 -2.95185 1.10277
C 1.07695 -3.10905 -0.36623
C 2.07518 -2.38553 -1.27939
C -1.86659 0.95689 -1.01476
C -3.19777 0.76362 -1.32556
H -7.70147 0.33684 -1.66244
H -7.87023 -0.95440 -0.47449
H -8.55788 0.64160 -0.12424
H -4.33727 -0.20491 1.71820
H -1.94429 0.11328 2.25624
H -0.00465 2.71632 -0.34195
H 1.86429 4.23293 0.81358
H 4.30606 4.59130 0.72804
H 5.78569 2.79251 -0.08836
H 4.82479 0.66141 -0.85487
H 4.45274 -1.41532 0.33077
H 3.16378 -0.61611 1.26413
H 3.31577 -2.75450 2.24666
H 3.51282 -3.58979 0.70633
H 1.17146 -3.82010 1.68052
H 1.01156 -2.06620 1.52075
H 0.07991 -2.69132 -0.50846
H 1.04557 -4.16256 -0.65035
H 2.91749 -3.04132 -1.52348
H 1.59495 -2.07182 -2.20754
H -1.16256 1.22786 -1.78771
H -3.56269 0.91295 -2.32972
*
```

For the gap between HOMO and LUMO, the calculation gives 9.43 eV. The SMILES is CC(=O)Oc1ccc(C(=O)Nc2ccccc2C(=O)N2CCCCC2)cc1.



#B
ORCA calculation (ωB97M-V/def2-TZVPD) on an isolated molecule of C21H22N2O4.

```
! RIJCOSX wB97M-V def2-TZVPD def2/J DEFGRID3
* xyz 0 1
C -3.77829 -1.56248 0.05263
C -4.42905 -0.18748 0.19646
C -4.24867 0.34252 1.61895
O -5.82786 -0.26475 -0.03001
C -3.83931 0.80484 -0.83835
N -2.45384 1.13672 -0.61659
C -1.46363 0.60799 -1.35361
O -1.64311 -0.14359 -2.28859
C -0.02833 1.04437 -0.99282
C 0.14593 2.01212 0.18990
C 1.61887 2.25146 0.38911
C 2.34295 1.46554 1.27625
C 3.71288 1.61844 1.39467
C 4.37335 2.56181 0.62747
C 3.65801 3.35412 -0.25409
C 2.28966 3.19707 -0.37480
N 0.73343 -0.16335 -0.75027
C 1.94064 -0.44982 -1.37813
O 2.47361 0.24975 -2.19807
C 2.37514 -1.74551 -0.80361
C 3.49338 -2.51085 -1.05661
C 3.63508 -3.70157 -0.34960
C 2.68512 -4.10363 0.57609
C 1.55722 -3.32959 0.83287
C 1.41808 -2.15032 0.13205
C 0.36145 -1.11366 0.18016
O -0.62067 -1.04515 0.88125
H -2.72454 -1.50893 0.30935
H -3.86530 -1.92366 -0.97071
H -4.26501 -2.26990 0.72020
H -4.82820 -0.27447 2.29974
H -4.61380 1.36401 1.69191
H -3.20348 0.29675 1.90973
H -5.97963 -0.72229 -0.86433
H -3.90374 0.36854 -1.83893
H -4.43486 1.72334 -0.80999
H -2.24096 1.64912 0.22219
H 0.40967 1.48832 -1.89677
H -0.36388 2.95047 -0.03525
H -0.27626 1.56637 1.09327
H 1.83126 0.72675 1.87894
H 4.26427 0.99618 2.08454
H 5.44317 2.67841 0.71564
H 4.16895 4.09123 -0.85527
H 1.73613 3.80993 -1.07170
H 4.22803 -2.19151 -1.77896
H 4.50000 -4.32334 -0.52621
H 2.82197 -5.03344 1.10771
H 0.81414 -3.63688 1.55221
*
```

For the gap between HOMO and LUMO, the calculation gives 8.83 eV. The SMILES is CC(C)(O)CNC(=O)[C@@H](Cc1ccccc1)N1C(=O)c2ccccc2C1=O.



Unit: hartree. Relative energies: #A 0.0194; #B 0.0000.